Molecular formula: C27H42CoI2NO9SbSi3
Method: DFT, ωB97M-V/def2-TZVPD

Properties
Energy relative to the best compared isomer or geometry (same formula, charge and spin)   10.1 kJ/mol
HOMO level (spin up / spin down)   -1.80 / -1.84 eV

The geometry in ORCA input format:
```
! wB97M-V def2-TZVPD RIJCOSX def2/J DEFGRID3
* xyz -2 2
Co -2.2142 -1.2518 1.9445
O -0.2019 -0.8582 2.4935
C 0.1996 -0.2720 3.4855
C -0.5512 0.6218 4.3381
C 0.1668 1.3036 5.3146
C -0.4569 2.2265 6.1269
C -1.8325 2.4922 5.9769
C -2.5572 1.8239 5.0406
C -1.9718 0.8246 4.1849
O -2.6967 0.1936 3.3737
N 0.3052 2.9377 7.1166
O 1.5032 2.7088 7.2161
O -0.2765 3.7531 7.8229
H 1.2617 -0.3892 3.7681
H 1.2273 1.1223 5.4324
H -2.2918 3.2331 6.6154
H -3.6158 2.0086 4.9138
C 0.7664 2.2193 -2.7903
Si 1.0978 0.3796 -3.0667
C 2.5994 0.2950 -4.2114
C -0.3354 -0.3581 -4.0438
Sb 1.1566 -0.7158 -0.7619
Si 3.4291 0.1707 -0.0346
C 4.8868 0.3641 -1.2217
C 3.1105 1.8980 0.6516
C 4.0497 -0.9125 1.3808
Si 1.8583 -3.0384 -1.5374
C 0.3886 -3.8821 -2.3504
C 2.4311 -4.0339 -0.0527
C 3.2586 -3.0857 -2.8119
H 0.2977 2.6584 -3.6767
H 1.7007 2.7543 -2.5972
H 0.1000 2.3886 -1.9419
H 2.4090 0.9390 -5.0768
H 2.7721 -0.7186 -4.5753
H 3.5163 0.6345 -3.7300
H -0.7408 0.3872 -4.7354
H -1.1493 -0.6987 -3.3999
H 0.0100 -1.2150 -4.6294
H 4.7061 1.1509 -1.9558
H 5.1155 -0.5546 -1.7636
H 5.7702 0.6437 -0.6383
H 2.8422 2.5909 -0.1500
H 4.0005 2.2847 1.1572
H 2.2844 1.8926 1.3657
H 4.6411 -1.7472 0.9969
H 3.2287 -1.3353 1.9630
H 4.6841 -0.3300 2.0555
H -0.2727 -4.2932 -1.5881
H 0.7346 -4.6862 -3.0073
H -0.2045 -3.1815 -2.9421
H 1.7406 -3.9053 0.7816
H 3.4278 -3.7275 0.2725
H 2.4658 -5.0969 -0.3099
H 2.8825 -2.8566 -3.8111
H 3.6856 -4.0937 -2.8353
H 4.0607 -2.3807 -2.5901
C -4.1126 -1.3807 1.5434
H -4.4520 -0.3658 1.7566
H -4.6159 -2.0932 2.1940
H -4.2601 -1.6249 0.4937
O -2.7896 -0.9424 -1.5935
C -2.4186 -0.0697 -0.8078
O -1.8997 -0.2427 0.3425
C -2.4579 1.3797 -1.2578
C -2.0776 2.3965 -0.3920
C -2.0363 3.7309 -0.8053
C -2.3897 3.9803 -2.1078
O -2.4141 5.1917 -2.7660
C -2.8982 4.9126 -4.0748
O -3.0770 3.5108 -4.2060
C -2.7822 2.9728 -2.9667
C -2.8268 1.6606 -2.5791
H -1.8102 2.1237 0.6199
H -1.7276 4.5254 -0.1399
H -2.1650 5.2563 -4.8095
H -3.8592 5.4179 -4.2199
H -3.1162 0.8539 -3.2378
C -2.8460 -3.8035 0.2830
C -1.7841 -2.9832 0.9812
O -0.6444 -3.0086 0.6039
H -3.0591 -3.2822 -0.6532
H -3.7494 -3.9085 0.8729
H -2.4166 -4.7846 0.0739
I -2.1775 -3.3349 3.5176
I -2.5403 -5.3704 6.3819
*
```


Molecular formula: C27H42FeNP2S3Te
Method: DFT, ωB97M-V/def2-TZVPD

Properties
Energy relative to the best compared isomer or geometry (same formula, charge and spin)   0.0 kJ/mol
HOMO level   -3.99 eV

The geometry in ORCA input format:
```
! wB97M-V def2-TZVPD RIJCOSX def2/J DEFGRID3
* xyz -1 1
Fe -0.1115 0.2291 0.5143
C -3.6608 2.1902 0.5324
C -2.6250 2.6906 -0.4729
C -2.0067 3.9982 0.0088
P -1.3978 1.3843 -1.0190
C -0.6849 2.1411 -2.5501
C -1.5743 3.0526 -3.3942
C 0.0131 1.0886 -3.4051
C -2.5387 0.0252 -1.3932
C -3.1927 -0.1999 -2.5948
C -3.9613 -1.3387 -2.8029
C -4.0533 -2.2610 -1.7684
C -3.4371 -2.0408 -0.5471
C -2.6929 -0.8689 -0.2913
N -1.9972 -0.5950 0.8742
C -2.2062 -1.3504 2.0082
C -3.4371 -1.9376 2.3658
C -3.5519 -2.7579 3.4717
C -2.4591 -3.0262 4.2895
C -1.2649 -2.3763 4.0149
C -1.1299 -1.5282 2.9225
P 0.2600 -0.3939 2.6444
C 1.7730 -1.1552 3.3689
C 2.2161 -2.3443 2.5301
C 2.8883 -0.1076 3.4206
C -0.1301 0.9063 3.9281
C -0.0419 0.4487 5.3807
C -1.4998 1.5210 3.6541
H -4.3874 2.9877 0.7151
H -3.2039 1.9253 1.4853
H -4.2013 1.3180 0.1685
H -3.1676 2.8993 -1.4016
H -1.5116 3.8753 0.9694
H -2.7986 4.7453 0.1241
H -1.2567 4.3917 -0.6787
H 0.1117 2.7552 -2.1083
H -2.4373 2.5227 -3.8037
H -1.0000 3.4390 -4.2405
H -1.9446 3.9105 -2.8348
H -0.6970 0.4125 -3.8850
H 0.7024 0.5113 -2.7866
H 0.5983 1.5799 -4.1865
H -3.0752 0.5172 -3.3985
H -4.4551 -1.5128 -3.7503
H -4.6033 -3.1840 -1.9143
H -3.5029 -2.8092 0.2097
H -4.3154 -1.7409 1.7649
H -4.5165 -3.1991 3.6973
H -2.5473 -3.6945 5.1361
H -0.4145 -2.5224 4.6719
H 1.5473 -1.4902 4.3860
H 2.5224 -1.9812 1.5492
H 1.4201 -3.0848 2.4071
H 3.0769 -2.8400 2.9879
H 3.1253 0.2480 2.4146
H 3.7895 -0.5522 3.8517
H 2.6232 0.7611 4.0232
H 0.6225 1.6770 3.7530
H -0.7184 -0.3835 5.5860
H -0.3380 1.2742 6.0346
H 0.9683 0.1561 5.6713
H -2.3022 0.8175 3.8938
H -1.5960 1.8000 2.6060
H -1.6379 2.4185 4.2621
S 3.3823 3.2083 0.2226
C 2.1312 2.1387 0.3627
S 2.0177 0.5723 -0.3485
S 0.6374 2.4383 1.1904
C 2.0969 -2.9666 -0.9892
Te 0.0745 -2.3745 -0.5918
C -0.3614 -2.2848 -2.6714
H 2.7050 -2.1085 -1.2711
H 2.0549 -3.6863 -1.8064
H 2.5163 -3.4529 -0.1153
H -0.1507 -3.2534 -3.1213
H 0.2456 -1.5149 -3.1336
H -1.4190 -2.0485 -2.7752
*
```


Molecular formula: C27H42KN3O5SSe2
Method: DFT, ωB97M-V/def2-TZVPD

Properties
Energy relative to the best compared isomer or geometry (same formula, charge and spin)   0.0 kJ/mol
HOMO level   -1.06 eV

The geometry in ORCA input format:
```
! wB97M-V def2-TZVPD RIJCOSX def2/J DEFGRID3
* xyz -2 1
K -0.4853 -0.5303 1.2709
C 0.1455 2.6147 -2.3597
C -0.5460 3.1235 -1.0790
N -1.2434 2.0506 -0.4054
C -2.6278 1.8382 -0.7193
C -2.8532 1.2709 -2.1159
S -2.0662 -0.3489 -2.4214
C -0.8604 0.0450 -3.7387
C 0.5567 0.3673 -3.2472
N 0.5439 1.2491 -2.1251
H 0.9959 3.2753 -2.5976
H -0.5307 2.6484 -3.2192
H -1.2047 3.9796 -1.3250
H 0.2403 3.4802 -0.4148
H -1.1291 2.1334 0.5950
H -3.2300 2.7744 -0.6560
H -3.0282 1.1240 0.0003
H -2.4919 1.9573 -2.8768
H -3.9227 1.1087 -2.2683
H -1.2855 0.8689 -4.3109
H -0.8265 -0.8409 -4.3744
H 1.1310 0.7534 -4.1217
H 1.0328 -0.5627 -2.9323
H 1.4102 1.2274 -1.6015
O 4.9237 1.7850 2.6767
C 4.2395 2.8998 3.1657
C 2.7060 2.8613 3.0015
C 2.0878 3.8689 3.9880
O 2.5769 5.1913 3.8785
C 2.2271 1.4569 3.3409
Se 0.3014 1.2723 3.6329
C 2.2586 3.2738 1.6090
Se 3.2711 2.6110 0.0590
H 4.6578 1.7201 1.7395
H 4.6218 3.8060 2.6641
H 4.4885 2.9481 4.2346
H 2.2451 3.5022 5.0141
H 1.0128 3.9335 3.8085
H 3.5391 5.1484 3.8951
H 2.6945 1.1093 4.2657
H 2.4830 0.7624 2.5405
H 2.2826 4.3630 1.5264
H 1.2399 2.9192 1.4591
O -0.4058 -3.4722 1.1637
C -0.4051 -3.3693 -0.2316
C 0.9214 -2.8794 -0.7341
C 1.6667 -3.6195 -1.6482
C 2.8678 -3.1080 -2.1086
C 3.2957 -1.8820 -1.6281
C 2.5005 -1.2364 -0.6893
N 1.3516 -1.7197 -0.2585
H -1.3626 -3.3858 1.4373
H -1.1675 -2.6531 -0.5648
H -0.6307 -4.3529 -0.6844
H 1.3019 -4.5737 -2.0017
H 3.4582 -3.6642 -2.8273
H 4.2063 -1.4176 -1.9765
H 2.8075 -0.2858 -0.2769
C -8.4051 0.0400 3.2176
C -7.0699 -0.4640 2.7341
C -6.9727 -1.2189 1.5747
C -5.7469 -1.6952 1.1305
C -5.6522 -2.5295 -0.1114
C -4.5973 -1.4096 1.8586
C -4.6701 -0.6571 3.0301
C -3.4395 -0.3986 3.8395
C -5.9104 -0.1875 3.4475
C -3.2495 -1.9323 1.3752
O -2.9719 -3.1113 1.6751
O -2.5511 -1.1474 0.7159
H -9.2202 -0.4729 2.7067
H -8.5053 1.1112 3.0281
H -8.5115 -0.1210 4.2913
H -7.8697 -1.4471 1.0090
H -6.6396 -2.7195 -0.5316
H -5.1711 -3.4771 0.1237
H -5.0322 -2.0273 -0.8526
H -2.8766 -1.3214 3.9738
H -3.6875 0.0123 4.8164
H -2.7740 0.3031 3.3334
H -5.9751 0.4026 4.3543
*
```


Molecular formula: C27H42N4PdSi2Te
Method: DFT, ωB97M-V/def2-TZVPD

Properties
Energy relative to the best compared isomer or geometry (same formula, charge and spin)   77.7 kJ/mol
HOMO level (spin up / spin down)   -13.39 / -13.99 eV

The geometry in ORCA input format:
```
! wB97M-V def2-TZVPD RIJCOSX def2/J DEFGRID3
* xyz 2 3
Pd -0.1881 0.8169 0.0923
C 0.6449 3.9380 -0.0405
C 1.8105 3.6798 0.9209
C 2.6505 2.4541 0.6643
C 4.0362 2.6017 0.6022
C 4.8515 1.4902 0.4898
C 4.2573 0.2383 0.4817
C 2.8789 0.1748 0.5317
N 2.0842 1.2444 0.5883
N -0.5649 3.1659 0.2505
C -1.5985 3.4265 -0.7590
C -2.7361 2.4390 -0.6312
C -4.0549 2.8340 -0.8130
C -5.0678 1.8979 -0.6800
C -4.7333 0.5920 -0.3520
C -3.3935 0.2753 -0.2004
N -2.4241 1.1726 -0.3431
C -1.0900 3.4375 1.5965
C -0.6280 2.4473 2.6398
C -0.4232 2.8496 3.9555
C -0.0716 1.9093 4.9090
C 0.0726 0.5862 4.5197
C -0.1312 0.2660 3.1895
N -0.4809 1.1711 2.2811
H 0.9641 3.7014 -1.0603
H 0.4160 5.0125 0.0001
H 1.4429 3.6062 1.9467
H 2.4695 4.5485 0.8767
H 4.4697 3.5897 0.6570
H 5.9219 1.6008 0.4288
H 4.8424 -0.6645 0.4251
H 2.3900 -0.7942 0.5513
H -1.1440 3.3383 -1.7542
H -1.9910 4.4509 -0.6743
H -4.2806 3.8622 -1.0463
H -6.0964 2.1842 -0.8190
H -5.4903 -0.1615 -0.2170
H -3.0808 -0.7345 0.0439
H -2.1840 3.3643 1.5658
H -0.8476 4.4585 1.9197
H -0.5487 3.8863 4.2242
H 0.0917 2.2088 5.9327
H 0.3402 -0.1753 5.2333
H -0.0253 -0.7566 2.8413
C 1.1049 -5.0413 -1.0751
Si 0.2545 -4.8910 0.6233
C -0.6115 -6.5066 1.0981
C 1.5002 -4.2187 1.9046
C -1.0441 -3.4383 0.5549
Te 0.0809 -1.8373 -0.3152
C -0.9099 -1.8759 -2.2041
Si 0.1019 -0.7724 -3.4044
C -0.1791 0.9872 -2.7164
C 1.9503 -1.1774 -3.1841
C -0.5452 -0.9237 -5.1745
H 1.8950 -5.7829 -1.0392
H 1.5550 -4.1002 -1.3868
H 0.4112 -5.3591 -1.8460
H 0.1164 -7.3074 1.1856
H -1.3276 -6.8069 0.3387
H -1.1357 -6.4399 2.0454
H 2.4323 -4.7720 1.8882
H 1.1125 -4.2799 2.9165
H 1.7350 -3.1716 1.6985
H -1.3833 -3.2002 1.5586
H -1.9041 -3.6524 -0.0706
H -1.9328 -1.5191 -2.0868
H -0.9330 -2.9108 -2.5315
H 0.0609 0.9845 -1.6129
H -1.2145 1.2877 -2.8640
H 0.4602 1.7232 -3.1964
H 2.3048 -0.9209 -2.1849
H 2.5527 -0.6202 -3.8963
H 2.1534 -2.2309 -3.3525
H -1.6076 -0.7117 -5.2405
H -0.3815 -1.9215 -5.5673
H -0.0289 -0.2303 -5.8297
*
```